# 1
95
Properties=species:S:1:pos:R:3:forces:R:3 method="wB97M-V/def2-TZVPD" homo_lumo_gap_ev=9.141 e_tot_ev=-91961.04014 charge=+2
Sr 2.5133 1.6365 -0.2789 0.7084 0.6498 0.0338
N 0.4933 2.0982 -1.3316 -0.6669 0.3645 -0.2400
S -0.8835 1.7411 -1.6402 0.0506 -0.1109 -0.0377
N -1.2740 0.1467 -1.5792 0.0856 0.1623 0.0154
S -1.4832 -0.6067 -0.2530 0.0694 -0.1850 -0.0128
N -0.9730 -0.0365 1.0703 -0.1613 0.0062 0.1040
S 0.3979 -0.1608 1.9526 0.0710 0.1395 0.0049
N 1.6295 0.4989 1.5347 -0.4016 -0.6107 0.3576
C -0.2654 0.4231 3.4939 -0.1387 0.1655 0.0618
C 0.4848 0.1221 4.6256 0.0420 0.0035 0.0091
C 0.0792 0.6255 5.8505 -0.0556 0.0568 0.1185
C -1.0558 1.4311 5.9338 0.0211 -0.0104 -0.0007
C -1.7862 1.7372 4.7904 -0.0205 0.0228 0.0766
C -1.3959 1.2306 3.5562 0.0986 -0.0477 0.0420
C 0.5538 -1.9057 2.2767 -0.1012 -0.1173 0.0867
C -0.4773 -2.6097 2.8952 -0.0229 0.0426 -0.0235
C -0.2828 -3.9459 3.2040 -0.0153 -0.0192 -0.0047
C 0.9286 -4.5605 2.8916 0.0959 0.0059 -0.0479
C 1.9480 -3.8413 2.2744 -0.0513 -0.1613 0.0571
C 1.7660 -2.4976 1.9707 -0.1494 -0.1358 0.0521
C -0.8705 -2.2063 -0.6566 0.0107 -0.0984 0.0543
C -1.5534 -3.3487 -0.2638 0.1039 0.0037 0.0554
C -0.9910 -4.5821 -0.5585 0.0884 -0.0407 -0.0436
C 0.2283 -4.6509 -1.2235 -0.0110 0.0107 0.0196
C 0.8949 -3.4896 -1.6094 0.1045 -0.2254 -0.0347
C 0.3429 -2.2533 -1.3327 -0.0274 -0.0155 0.0150
C -3.2093 -0.8176 0.0099 0.0173 0.0692 0.0692
C -3.9983 -1.0069 -1.1166 0.0858 0.0123 -0.2075
C -5.3586 -1.1719 -0.9452 -0.2107 -0.0353 0.0482
C -5.9075 -1.1433 0.3354 0.0602 0.0016 0.0300
C -5.0977 -0.9559 1.4512 -0.1253 -0.0293 -0.0744
C -3.7289 -0.7951 1.2949 0.0025 0.0204 0.0262
C -2.1330 2.5421 -0.6501 -0.2488 -0.0201 -0.0299
C -1.7036 3.2424 0.4626 -0.0030 0.0246 0.0125
C -2.6508 3.8335 1.2878 -0.1606 0.0691 0.0554
C -4.0060 3.7173 0.9898 0.0424 0.0354 0.0467
C -4.4254 3.0162 -0.1395 0.0357 -0.0274 -0.0246
C -3.4860 2.4233 -0.9722 0.0897 0.0246 0.0745
C -1.4387 2.0667 -3.2902 0.0107 -0.0423 -0.0615
C -1.5510 3.4082 -3.6322 0.0304 0.0690 -0.0163
C -1.8988 3.7392 -4.9304 -0.0454 -0.0549 -0.1278
C -2.1210 2.7335 -5.8697 0.0008 0.0538 -0.0010
C -1.9954 1.3964 -5.5121 -0.0282 0.0491 -0.0584
C -1.6531 1.0511 -4.2112 -0.0171 -0.0271 0.0059
H 1.3741 -0.5011 4.5505 -0.1554 0.1098 0.0073
H 0.6499 0.3904 6.7445 -0.1042 0.0456 -0.1317
H -1.3695 1.8230 6.8971 0.0501 -0.0592 -0.1409
H -2.6675 2.3715 4.8571 0.1614 -0.1193 0.0004
H -1.9525 1.4701 2.6573 0.0604 -0.0555 0.0978
H -1.4121 -2.1127 3.1514 0.1865 -0.0874 -0.0426
H -1.0698 -4.5086 3.6975 0.1145 0.0748 -0.0662
H 1.0808 -5.6062 3.1435 -0.0135 0.1513 -0.0388
H 2.8938 -4.3226 2.0451 -0.1269 0.0462 0.0358
H 2.5467 -1.9029 1.5203 0.0700 0.0553 -0.0391
H -2.5020 -3.2845 0.2566 0.0725 0.0009 -0.0352
H -1.5079 -5.4884 -0.2683 0.0343 0.0359 -0.0248
H 0.6609 -5.6206 -1.4489 -0.0502 0.1073 0.0275
H 1.8448 -3.5411 -2.1332 -0.1694 -0.0032 0.0862
H 0.8293 -1.3376 -1.6488 -0.0346 -0.0415 0.0121
H -3.5513 -1.0105 -2.1102 -0.0968 0.0028 0.2334
H -5.9950 -1.3201 -1.8095 0.0198 0.0087 0.0736
H -6.9756 -1.2703 0.4625 0.0452 0.0109 -0.0015
H -5.5302 -0.9337 2.4436 -0.0015 -0.0032 -0.0528
H -3.0789 -0.6373 2.1491 -0.0767 -0.0022 -0.1260
H -0.6407 3.3148 0.6707 -0.1120 -0.0116 -0.0274
H -2.3296 4.3926 2.1611 -0.0540 -0.0581 -0.0933
H -4.7433 4.1889 1.6343 0.1207 -0.0729 -0.0990
H -5.4837 2.9407 -0.3759 0.1790 0.0165 0.0397
H -3.7982 1.8854 -1.8642 0.0601 0.0703 0.1292
H -1.3716 4.1846 -2.8920 -0.0169 -0.1131 -0.0972
H -1.9984 4.7805 -5.2108 -0.0021 -0.0594 -0.0062
H -2.3963 2.9966 -6.8869 0.0420 -0.0313 0.1483
H -2.1705 0.6174 -6.2458 0.0118 0.0775 0.0561
H -1.5584 0.0114 -3.9147 0.0021 0.1742 -0.0547
N 5.0259 -1.1070 -4.7754 0.1319 0.1120 -0.0872
C 4.1536 -2.0502 -4.4177 -0.1455 0.0207 0.1672
N 4.0334 -3.1377 -5.1847 -0.0581 0.1543 0.1947
N 3.3939 -1.9658 -3.3261 0.1004 0.5089 0.1650
C 3.4895 -0.9121 -2.5505 0.1018 -0.0874 0.3149
N 3.5266 -0.0384 -1.7700 0.1421 -1.1216 -1.1540
H 5.5863 -1.1896 -5.6036 0.0575 0.0129 -0.0609
H 5.1289 -0.2790 -4.2163 0.0256 0.0491 0.0101
H 4.5599 -3.2679 -6.0287 0.0339 0.0106 -0.0195
H 3.3663 -3.8360 -4.9165 -0.0736 -0.0955 0.0162
C 7.1262 2.5751 2.2885 0.1145 -0.0173 0.0528
C 6.1181 3.5089 2.4744 0.1298 0.0695 0.1228
C 4.9603 3.3883 1.7336 -0.0856 -0.2355 -0.2669
N 4.7632 2.4080 0.8361 0.3495 0.1122 0.2288
C 5.7482 1.5090 0.6685 -0.2312 0.2038 0.0085
C 6.9377 1.5540 1.3684 0.1372 -0.0178 0.0590
H 8.0491 2.6420 2.8552 -0.0994 -0.0070 -0.0622
H 6.2244 4.3222 3.1833 0.0018 -0.1003 -0.0801
H 4.1565 4.1051 1.8604 -0.0070 -0.0380 -0.0329
H 5.5694 0.7234 -0.0611 -0.0197 0.0507 0.0391
H 7.7002 0.8031 1.1935 -0.0860 0.0976 0.0290

***

# 2
100
Properties=species:S:1:pos:R:3:forces:R:3 method="wB97M-V/def2-TZVPD" homo_lumo_gap_ev=3.764 e_tot_ev=-171884.04849 charge=+1
Sn 1.4910 -0.3690 0.0130 0.1014 -0.2506 0.2274
C 0.3428 -1.4825 3.9480 -0.0621 0.0387 -0.0594
O -0.5556 -1.2623 2.8390 0.1050 -0.0599 -0.0210
C -1.6511 -0.5923 3.0128 -0.1871 0.1187 0.0423
C -2.1030 -0.0883 4.2106 0.1383 -0.0902 -0.1026
C -3.2754 0.6646 4.1922 -0.2080 0.1371 -0.0813
Br -3.8675 1.3814 5.8009 0.0143 -0.0114 0.0048
C -4.0235 0.9656 3.0381 0.0747 -0.0535 0.1755
C -3.6195 0.4799 1.8293 0.0455 0.0567 -0.1119
C -2.4589 -0.4757 1.7328 0.1101 -0.0045 0.0006
O -1.6186 -0.2134 0.6340 -0.2522 -0.0850 -0.0672
C -4.3449 0.8356 0.6372 0.0802 -0.0339 0.0821
N -5.4855 1.4947 0.6796 -0.0495 0.0409 -0.0688
C -5.8590 1.6494 -0.6235 -0.0140 0.0001 0.0852
C -6.9959 2.2776 -1.1603 -0.0154 0.0219 -0.0193
C -7.1182 2.2985 -2.5237 -0.0075 0.0039 0.0291
C -6.1416 1.7123 -3.3661 0.0185 -0.0092 -0.0112
C -5.0245 1.0886 -2.8690 0.0036 0.0175 -0.0095
C -4.9034 1.0642 -1.4766 0.0797 -0.0603 0.0111
N -3.9519 0.5401 -0.6468 -0.0715 0.0449 -0.0487
H 0.6412 -0.5222 4.3682 0.0174 -0.0207 0.0113
H 1.1984 -1.9894 3.5147 0.0062 0.0018 0.0354
H -0.1465 -2.1102 4.6922 0.0361 0.0074 0.0198
H -1.5541 -0.2202 5.1302 -0.0231 0.0008 0.0033
H -4.8911 1.6058 3.0995 -0.0060 -0.0059 -0.0094
H -1.3070 0.7103 0.5890 0.1884 -0.0482 -0.0308
H -7.7319 2.7275 -0.5089 -0.0062 -0.0049 0.0002
H -7.9755 2.7741 -2.9796 -0.0036 0.0046 0.0056
H -6.2847 1.7630 -4.4371 0.0051 -0.0033 -0.0018
H -4.2793 0.6501 -3.5183 0.0036 -0.0019 -0.0032
H -3.0753 0.1128 -0.9009 0.0243 -0.0051 -0.0092
O 5.2097 1.3607 -0.8916 -0.0223 -0.0601 0.0734
C 4.1576 1.0762 -0.3730 0.0301 0.1295 0.0652
O 3.3091 0.1889 -0.7941 -0.0386 -0.0924 -0.4451
C 3.7119 1.8137 0.8821 0.0831 -0.0251 -0.0263
C 4.5577 2.7810 1.4657 -0.0613 0.0386 0.0853
C 4.1156 3.4440 2.5707 -0.1118 -0.0804 -0.0514
C 2.8082 3.1851 3.0642 0.1674 0.0659 -0.0322
C 2.2493 3.8768 4.1647 -0.0920 -0.0041 0.0301
C 0.9607 3.6399 4.5554 0.0842 0.0055 -0.0588
C 0.1698 2.7035 3.8522 0.0344 0.0244 0.0124
C 0.6933 2.0040 2.8015 -0.0094 -0.0261 0.0150
C 2.0318 2.2191 2.3960 -0.1640 0.0075 0.1254
N 2.5243 1.5173 1.3410 0.0621 0.0053 -0.0547
H 5.5214 2.9557 1.0105 0.0096 -0.0030 0.0158
H 4.7327 4.1834 3.0654 0.0035 0.0081 0.0062
H 2.8550 4.6107 4.6813 0.0030 0.0026 0.0045
H 0.5363 4.1844 5.3876 -0.0062 -0.0004 0.0067
H -0.8645 2.5614 4.1415 0.0006 -0.0036 0.0071
H 0.0961 1.3137 2.2158 0.0461 0.0081 0.0893
O -0.0638 3.0982 -4.2071 0.0125 -0.0576 -0.0143
C -0.2110 3.7955 -3.0713 0.0045 0.0195 -0.0045
C -0.5475 5.1453 -3.1921 -0.0108 -0.0080 0.0253
C -0.7033 5.9296 -2.0697 0.0051 0.0053 -0.0032
C -0.5271 5.3929 -0.7941 -0.0173 -0.0108 0.0038
C -0.2035 4.0598 -0.6677 -0.0216 0.0011 0.0330
C -0.0465 3.2383 -1.7904 -0.0044 0.0199 -0.0809
C 0.2927 1.8240 -1.5900 0.0128 -0.1500 -0.0378
O 0.3354 1.3776 -0.3609 -0.1988 0.2011 0.0748
N 0.5303 1.0617 -2.6210 -0.1748 -0.0094 0.0048
N 0.7999 -0.2527 -2.2498 0.1078 0.1062 0.1559
C 0.7906 -1.1028 -3.2085 0.0820 0.0130 -0.1127
S 0.4052 -0.6531 -4.8518 0.0140 0.0079 -0.0242
C 0.9800 -2.2214 -5.5556 0.0019 -0.0356 0.0043
C 0.6354 -3.3232 -4.5746 -0.0275 0.0132 -0.0201
S 1.1927 -2.7818 -2.9355 -0.0350 0.0505 -0.0028
H 0.2357 2.1913 -3.9781 -0.0112 0.0219 0.0209
H -0.6711 5.5505 -4.1871 0.0039 0.0024 -0.0039
H -0.9570 6.9755 -2.1856 -0.0016 0.0014 0.0046
H -0.6384 6.0149 0.0833 0.0003 0.0024 0.0001
H -0.0556 3.6193 0.3107 0.0177 0.0194 -0.0154
H 2.0556 -2.1629 -5.7165 -0.0047 0.0137 -0.0079
H 0.4809 -2.3606 -6.5135 -0.0159 -0.0022 0.0067
H 1.1616 -4.2480 -4.8067 0.0167 -0.0001 0.0109
H -0.4374 -3.5131 -4.5537 0.0083 -0.0075 0.0058
C -0.3435 -4.8338 0.1130 0.0377 -0.0465 -0.0239
Si 1.3951 -4.6982 0.7554 -0.0258 0.4291 0.0897
C 1.5391 -5.1003 2.5682 0.0424 -0.0809 -0.0465
C -3.0525 -1.8873 1.5133 -0.0478 0.0191 0.0096
N 2.5424 -4.1099 -0.1336 -0.1573 -0.5750 -0.1497
C 3.7550 -4.1536 -0.7792 0.1400 0.1122 0.1826
C 4.4984 -5.3396 -0.8511 -0.0160 -0.0234 -0.0415
C 5.7117 -5.3773 -1.5171 0.0070 0.0160 -0.0135
C 6.2288 -4.2348 -2.1149 -0.0098 -0.0005 0.0123
C 5.5058 -3.0531 -2.0367 0.0315 -0.0202 -0.0097
C 4.2823 -3.0143 -1.3870 0.0781 0.0807 -0.0200
H -1.1010 -4.6991 0.8855 0.0150 0.0126 0.0335
H -0.4840 -5.8345 -0.3055 -0.0233 0.0027 -0.0054
H -0.4923 -4.1175 -0.6952 0.0016 0.0165 0.0071
H 0.5868 -5.0082 3.0918 -0.0066 0.0184 0.0054
H 2.2886 -4.4607 3.0344 0.0081 0.0045 0.0014
H 1.8834 -6.1306 2.6917 -0.0157 -0.0031 0.0056
H -3.7162 -2.1662 2.3316 0.0092 0.0011 0.0091
H -3.6166 -1.8916 0.5827 -0.0053 0.0078 0.0019
H -2.2293 -2.5960 1.4458 0.0185 0.0102 -0.0240
H 4.1067 -6.2360 -0.3842 -0.0196 0.0082 0.0099
H 6.2603 -6.3099 -1.5614 0.0091 0.0037 -0.0071
H 7.1811 -4.2654 -2.6266 0.0018 -0.0009 -0.0002
H 5.8914 -2.1445 -2.4826 0.0022 -0.0013 -0.0012
H 3.7392 -2.0825 -1.3381 -0.0035 0.0448 0.0047

***

Which value of charge does entry 1 give? +2

***

The highest charge belongs to which entry? C43H39N9S3Sr

***

The highest charge belongs to which entry? C43H39N9S3Sr

***

Which of these has the lowest charge? C43H40BrN6O6S2SiSn